(1)
# C6H12N2O

C6H12N2O in the gas phase in a non-equilibrium geometry (the ωB97M-V functional and the def2-TZVPD basis, the Open Molecules 2025 dataset).

XYZ file:
```
21
Properties=species:S:1:pos:R:3
C -2.52 -2.21 -0.98
C -1.88 -1.12 -0.67
N -1.50 0.05 -0.57
C -0.66 0.34 0.53
O -0.06 -1.12 0.88
C 1.00 -1.58 0.08
N 0.20 1.41 0.30
C 1.00 1.84 1.43
C 0.83 1.58 -0.99
H -3.59 -2.27 -0.83
H -2.03 -3.05 -1.44
H -1.22 0.49 1.47
H 1.94 -1.05 0.29
H 1.16 -2.63 0.30
H 0.76 -1.46 -0.99
H 0.42 1.76 2.35
H 1.28 2.88 1.28
H 1.92 1.24 1.53
H 0.94 2.64 -1.19
H 1.82 1.11 -1.04
H 0.19 1.14 -1.76
```

E_LUMO in hartree: 0.03524
SMILES: C=C=N[C@@H](OC)N(C)C
Net charge: 0

Atom charges from the Mulliken analysis, given in e for atoms 1 to 4: number 1, C, carries -1.127; number 2, C, carries 0.832; number 3, N, carries -0.574; number 4, C, carries 0.215

---

(2)
# C6H12N2O

A 2-piece molecular cluster, C6H12N2O overall in a non-equilibrium geometry (the ωB97M-V functional and the def2-TZVPD basis, the Open Molecules 2025 dataset).

XYZ file:
```
21
Properties=species:S:1:pos:R:3
C 2.31 0.35 -0.35
C 1.08 0.84 -0.46
C 0.80 2.31 -0.54
C -0.21 -0.13 -1.07
N 0.21 -1.31 -1.64
O -1.24 0.45 -1.33
H 2.49 -0.71 -0.28
H 3.18 0.99 -0.23
H 0.00 2.58 0.16
H 1.68 2.91 -0.35
H 0.43 2.57 -1.54
H -0.06 -2.16 -1.17
H 1.11 -1.32 -2.07
H -1.29 -2.88 1.39
N -0.54 -2.27 1.06
C -0.84 -1.04 1.07
C -2.07 -0.38 1.59
H 0.07 -0.23 0.64
H -2.82 -1.10 1.90
H -2.48 0.25 0.79
H -1.82 0.27 2.43
```

E_LUMO in hartree: 0.02513
SMILES: C=C(C)C(N)=O.[H]/N=C\C
Net charge: 0

Atom charges from the Mulliken analysis, given in e for atoms 1 to 4: number 1, C, carries -1.052; number 2, C, carries 0.717; number 3, C, carries -1.178; number 4, C, carries 0.301

---

(3)
# C6H12N2O2

C6H12N2O2 in the gas phase in a non-equilibrium geometry (the ωB97M-V functional and the def2-TZVPD basis, the Open Molecules 2025 dataset).

XYZ file:
```
22
Properties=species:S:1:pos:R:3
H 1.27 1.99 1.14
N 0.47 1.43 1.41
C -0.14 0.77 0.51
C -1.11 -0.53 0.98
C -0.84 -2.00 0.72
N -1.31 -0.38 2.43
C 0.15 0.72 -0.96
C 0.71 2.02 -1.54
C 1.12 -0.43 -1.14
O 2.28 -0.46 -0.75
O 0.65 -1.34 -2.04
H -2.05 -0.27 0.49
H 0.14 -2.30 1.10
H -0.95 -2.26 -0.33
H -1.58 -2.64 1.22
H -0.38 -0.45 2.86
H -1.62 0.57 2.63
H -0.78 0.48 -1.49
H 0.01 2.85 -1.39
H 0.89 1.91 -2.61
H 1.66 2.30 -1.07
H 1.39 -1.97 -2.16
```

E_LUMO in hartree: 0.02455
SMILES: [H]/N=C(/[C@@H](C)N)[C@@H](C)C(=O)O
Net charge: 0

Atom charges from the Mulliken analysis, given in e for atoms 1 to 4: number 1, H, carries 0.269; number 2, N, carries -0.609; number 3, C, carries 0.187; number 4, C, carries 0.156

---

(4)
# C6H12N2O2

C6H12N2O2 as an isolated structure in a non-equilibrium geometry (the ωB97M-V functional and the def2-TZVPD basis, the Open Molecules 2025 dataset).

XYZ file:
```
22
Properties=species:S:1:pos:R:3
C -2.73 0.86 -0.83
N -2.49 -0.28 0.03
C -1.87 -1.46 -0.54
C -1.14 -0.62 0.45
C 0.06 0.20 0.04
O 0.15 1.39 0.80
C 1.34 -0.64 0.15
C 2.59 0.12 -0.11
N 3.22 0.76 -0.93
H -2.08 0.90 -1.72
H -3.77 0.82 -1.18
H -2.60 1.79 -0.26
H -2.29 -2.42 -0.24
H -1.54 -1.40 -1.58
H -1.08 -0.99 1.48
H -0.04 0.53 -1.00
H 0.16 1.17 1.74
H 1.40 -1.09 1.16
H 1.30 -1.46 -0.57
O 3.69 0.68 1.27
H 4.10 1.24 0.01
H 3.61 -0.10 1.85
```

E_LUMO in hartree: 0.02026
Net charge: 0

Atom charges from the Mulliken analysis, given in e for atoms 1 to 4: number 1, C, carries -0.740; number 2, N, carries -0.319; number 3, C, carries -0.536; number 4, C, carries -0.158

---

(5)
# C6H12N2O2

C6H12N2O2 in the gas phase in a non-equilibrium geometry (the ωB97M-V functional and the def2-TZVPD basis, the Open Molecules 2025 dataset).

XYZ file:
```
22
Properties=species:S:1:pos:R:3
H 1.81 0.42 -1.87
N 2.27 0.72 -1.01
C 1.68 0.26 0.02
O 2.18 0.54 1.22
C 0.39 -0.58 0.09
C 0.32 -1.53 -1.10
O 0.42 -1.38 1.25
C -0.86 0.34 0.13
C -2.17 -0.41 0.17
C -0.78 1.67 0.79
N -0.89 1.57 -0.66
H 3.16 0.48 1.14
H -0.49 -2.25 -0.93
H 0.12 -0.99 -2.03
H 1.26 -2.08 -1.20
H 0.59 -0.82 2.02
H -2.17 -1.15 0.98
H -2.99 0.30 0.35
H -2.36 -0.92 -0.78
H -1.66 2.05 1.31
H 0.17 2.00 1.21
H 0.00 1.77 -1.11
```

E_LUMO in hartree: 0.02492
SMILES: [H]/N=C(/O)[C@@](C)(O)[C@@]1(C)CN1
Net charge: 0

Atom charges from the Mulliken analysis, given in e for atoms 1 to 4: number 1, H, carries 0.296; number 2, N, carries -0.794; number 3, C, carries -0.001; number 4, O, carries -0.476

---

(6)
# C6H12N2O2

A 2-piece molecular cluster, C6H12N2O2 overall in a non-equilibrium geometry (the ωB97M-V functional and the def2-TZVPD basis, the Open Molecules 2025 dataset).

XYZ file:
```
22
Properties=species:S:1:pos:R:3
C -1.71 1.85 0.67
C -1.04 0.55 0.41
N -1.16 -0.16 -0.87
C -1.56 -0.85 0.36
C -0.28 -1.41 0.98
C 0.27 0.05 1.04
C 1.56 0.40 0.34
O 1.77 1.50 -0.15
O 2.55 -0.40 0.76
H -1.67 2.09 1.74
H -1.22 2.67 0.12
H -2.77 1.81 0.37
H -2.00 0.17 -1.35
H -2.58 -1.21 0.49
H -0.43 -1.83 1.98
H 0.28 -2.12 0.36
H 0.35 0.39 2.08
H 3.37 0.11 0.82
N 1.58 -0.81 -2.31
H 0.59 -0.85 -2.61
H 2.11 -0.21 -2.94
H 1.97 -1.75 -2.33
```

E_LUMO in hartree: 0.03164
SMILES: C[C@]12N[C@H]1C[C@H]2C(=O)O.N
Net charge: 0

Atom charges from the Mulliken analysis, given in e for atoms 1 to 4: number 1, C, carries -1.383; number 2, C, carries 0.374; number 3, N, carries -0.527; number 4, C, carries -0.250

---

(7)
# C6H12N2O2

A 2-piece molecular cluster, C6H12N2O2 overall in a non-equilibrium geometry (the ωB97M-V functional and the def2-TZVPD basis, the Open Molecules 2025 dataset).

XYZ file:
```
22
Properties=species:S:1:pos:R:3
C 0.63 -1.18 -0.84
C -0.57 -0.25 -0.81
C -1.10 0.04 0.61
O -0.65 -0.80 1.64
C -0.41 1.41 0.51
N -0.30 1.20 -0.94
C 0.84 1.69 -1.66
C 0.92 3.16 -1.67
N 1.00 4.32 -1.56
H 1.42 -0.87 -0.14
H 0.32 -2.20 -0.56
H 1.06 -1.22 -1.85
H -1.32 -0.61 -1.52
H -2.20 0.13 0.62
H -1.08 -0.56 2.46
H -0.97 2.30 0.82
H 0.56 1.38 1.03
H 1.81 1.33 -1.26
H 0.79 1.34 -2.70
O -0.06 -3.84 2.43
H -0.14 -2.93 2.08
H -0.56 -3.83 3.31
```

E_LUMO in hartree: 0.01221
SMILES: C[C@H]1[C@@H](O)CN1CC#N.O
Net charge: 0

Atom charges from the Mulliken analysis, given in e for atoms 1 to 4: number 1, C, carries -1.349; number 2, C, carries -0.009; number 3, C, carries 0.048; number 4, O, carries -0.480

---

(8)
# C6H12N2O2

C6H12N2O2 in the gas phase in a non-equilibrium geometry (the ωB97M-V functional and the def2-TZVPD basis, the Open Molecules 2025 dataset).

XYZ file:
```
22
Properties=species:S:1:pos:R:3
C 0.55 3.38 2.45
C 0.92 2.25 2.25
C 1.39 0.87 2.19
N 1.11 0.24 0.89
C -0.32 0.18 0.48
C -0.53 0.08 -1.00
O 0.17 1.23 -1.56
C -0.01 -1.27 -1.58
O -0.96 -2.33 -1.28
N -1.84 -2.58 -2.36
H 0.19 4.40 2.61
H 2.46 0.90 2.34
H 0.89 0.34 3.00
H 1.51 -0.71 0.83
H -0.91 1.03 0.80
H -0.73 -0.72 0.93
H -1.58 0.19 -1.27
H 1.01 1.34 -1.06
H 0.95 -1.56 -1.15
H 0.14 -1.22 -2.64
H -2.80 -2.57 -2.08
H -1.62 -3.45 -2.81
```

E_LUMO in hartree: 0.03094
SMILES: C#CCNC[C@@H](O)CON
Net charge: 0

Atom charges from the Mulliken analysis, given in e for atoms 1 to 4: number 1, C, carries 0.148; number 2, C, carries -0.382; number 3, C, carries -0.780; number 4, N, carries -0.320

---

(9)
# C6H12N2O3

A 2-piece molecular cluster, C6H12N2O3 overall in a non-equilibrium geometry (the ωB97M-V functional and the def2-TZVPD basis, the Open Molecules 2025 dataset).

XYZ file:
```
23
Properties=species:S:1:pos:R:3
C -3.08 1.20 1.04
N -3.04 -0.04 1.19
C -2.40 -0.93 0.28
C -1.84 -0.32 -1.02
N -0.94 0.77 -0.81
C 0.06 0.67 -0.03
C 0.88 1.90 0.15
O 1.84 1.95 0.88
O 0.46 2.93 -0.58
H -3.58 1.78 1.80
H -2.65 1.75 0.19
H -3.13 -1.71 0.03
H -1.60 -1.41 0.85
H -1.33 -1.13 -1.57
H -2.66 0.05 -1.64
H 0.37 -0.22 0.51
H -0.32 2.63 -1.10
C 3.86 -0.76 0.06
O 2.70 -0.77 0.86
H 4.76 -0.80 0.68
H 3.90 0.13 -0.57
H 3.82 -1.64 -0.57
H 2.59 0.11 1.25
```

E_LUMO in hartree: -0.00740
SMILES: C=NCC/N=C/C(=O)O.CO
Net charge: 0

Atom charges from the Mulliken analysis, given in e for atoms 1 to 4: number 1, C, carries -0.280; number 2, N, carries -0.439; number 3, C, carries -0.493; number 4, C, carries -0.648

---

(10)
# C6H12N2O4

C6H12N2O4 in the gas phase in a non-equilibrium geometry (the ωB97M-V functional and the def2-TZVPD basis, the Open Molecules 2025 dataset).

XYZ file:
```
24
Properties=species:S:1:pos:R:3
C -0.84 -2.88 -1.11
C -1.00 -1.49 -0.50
N 0.17 -0.80 -0.01
C 0.28 0.53 -0.31
O -0.56 1.21 -0.91
C 1.44 1.25 0.33
N 2.62 0.42 0.37
C 1.62 2.64 -0.30
O 2.84 3.24 0.05
C -2.02 -1.46 0.62
O -1.81 -1.11 1.75
O -3.27 -1.84 0.23
H -0.40 -3.53 -0.28
H -0.11 -2.88 -1.93
H -1.81 -3.27 -1.46
H -1.44 -0.78 -1.25
H 0.97 -1.21 0.46
H 1.10 1.39 1.37
H 3.27 0.75 1.10
H 3.14 0.49 -0.50
H 1.54 2.52 -1.40
H 0.75 3.25 0.01
H 2.96 3.91 -0.61
H -3.95 -1.49 0.83
```

E_LUMO in hartree: 0.02563
SMILES: C[C@H](NC(=O)[C@@H](N)CO)C(=O)O
Net charge: 0

Atom charges from the Mulliken analysis, given in e for atoms 1 to 4: number 1, C, carries -1.413; number 2, C, carries 0.435; number 3, N, carries -0.154; number 4, C, carries 0.097

---

(11)
# C6H12N2O5

C6H12N2O5 in the gas phase in a non-equilibrium geometry (the ωB97M-V functional and the def2-TZVPD basis, the Open Molecules 2025 dataset).

XYZ file:
```
25
Properties=species:S:1:pos:R:3
N -1.50 0.59 -1.18
C -1.96 -0.07 0.00
C -1.76 -1.60 -0.24
O -0.45 -1.97 -0.63
C -0.98 0.09 1.21
O -1.40 0.37 2.30
N 0.39 -0.16 1.01
C 1.24 0.15 -0.16
C 1.70 1.72 -0.24
O 0.51 2.71 -0.16
C 2.37 -0.88 0.09
O 3.52 -0.73 0.13
O 1.80 -2.03 0.66
H -2.21 0.40 -2.01
H -1.17 1.57 -0.90
H -2.97 0.21 0.19
H -1.75 -2.19 0.60
H -2.42 -2.03 -1.01
H -0.30 -1.47 -1.51
H 0.57 0.43 2.03
H 0.54 0.07 -0.93
H 2.34 1.96 -1.23
H 2.48 2.02 0.58
H 0.69 3.02 0.96
H 0.73 -2.18 0.46
```

E_LUMO in hartree: 0.00656
SMILES: N[C@@H](CO)C(=O)N[C@@H](CO)C(=O)O
Net charge: 0

Atom charges from the Mulliken analysis, given in e for atoms 1 to 4: number 1, N, carries -0.591; number 2, C, carries 0.134; number 3, C, carries -0.774; number 4, O, carries -0.565

---

E_tot, respectively: -420.46481; -420.46584; -495.79709; -495.62621; -495.77854; -495.76415; -495.75770; -495.64982; -571.00432; -646.32468; -721.38475 hartree.
HOMO-LUMO gap, respectively: 9.7; 9.8; 9.7; 9.9; 10.2; 9.7; 9.7; 10.1; 9.5; 10.2; 9.8 eV.